Density functional theory data (ωB97M-V/def2-TZVPD) for a structure of composition C3H4AgLiO2 in a non-equilibrium geometry.

Each line ends with the Mulliken charge.
Positions of all 11 atoms, in Å:
1 O 0.25332 0.46896 0.14209  -0.533
2 Li -1.67048 0.04144 -0.35359  1.037
3 C 1.27055 -0.17767 -0.52548  0.270
4 C 1.95429 -1.02288 0.28161  -0.969
5 H 1.25107 -0.07223 -1.60930  0.492
6 H 2.37362 -0.72541 1.24535  0.367
7 H 2.51992 -1.80830 -0.22189  0.284
8 Ag 0.73224 2.99517 0.07017  0.808
9 C -4.00174 0.11975 -0.12874  -0.253
10 O -5.11677 0.18111 -0.01708  0.125
11 H 0.43398 0.00006 1.11685  0.373

Results
**Charge**: +2
**HOMO-LUMO gap (spin up / spin down)**: 4.75 / 10.88 eV
**HOMO energy (spin up / spin down)**: -14.65 / -21.46 eV
**Spin multiplicity**: 3
**LUMO energy (spin up / spin down)**: -0.3639 / -0.3887 Eh

***

Density functional theory data (ωB97M-V/def2-TZVPD) for a structure of composition C17H14FeO8S2 in a non-equilibrium geometry.

Each line ends with the Mulliken charge.
Positions of all 42 atoms, in Å:
1 O -5.63951 1.57322 -4.31603  -0.353
2 C -5.04447 0.63938 -3.96026  0.280
3 Fe -4.01845 -0.77717 -3.55774  -0.013
4 C -4.93274 -1.83880 -4.72028  0.255
5 O -5.47497 -2.40816 -5.57430  -0.338
6 C -2.82562 -0.35333 -4.84485  0.273
7 O -2.03636 -0.16889 -5.67200  -0.337
8 C -0.58037 -0.07752 0.00783  0.450
9 C -2.14059 0.12218 0.11204  -0.928
10 C -3.01677 -0.85180 -0.58427  -0.670
11 C -2.53328 -1.41173 -1.75033  -0.360
12 C -1.18082 -1.08951 -2.15592  -0.748
13 C -0.26447 -0.50242 -1.30702  -0.596
14 H -0.34985 1.01163 0.14631  0.268
15 H -2.48112 0.24550 1.11768  0.469
16 H -2.37306 1.11046 -0.35981  0.363
17 H -4.08028 -0.98007 -0.32558  0.381
18 H -3.10182 -2.26187 -2.21494  0.705
19 H -0.84129 -1.40851 -3.11854  0.650
20 H 0.78563 -0.42376 -1.61964  0.484
21 C 1.27045 -2.84891 0.36089  -0.761
22 O 1.45936 -1.61824 1.13948  -0.341
23 C 0.71628 -0.47423 0.99445  0.036
24 S 0.67955 0.22357 2.81737  1.438
25 O -0.40384 1.20185 2.68941  -0.612
26 O 0.69246 -0.78953 3.86502  -0.649
27 C 2.26415 1.13891 3.04266  0.143
28 C 2.92711 1.41851 1.86546  0.569
29 C 4.04886 2.23355 1.79596  -0.705
30 C 4.64162 2.59943 3.00594  -0.562
31 C 4.05637 2.20458 4.22815  -0.530
32 C 2.84458 1.49645 4.25212  -0.707
33 S 2.07376 0.85788 0.39145  1.154
34 O 2.97764 0.22315 -0.55228  -0.638
35 O 1.24979 2.00686 0.02578  -0.649
36 H 1.66450 -3.70693 0.94046  0.255
37 H 0.20103 -2.96238 0.18789  0.325
38 H 1.84807 -2.76768 -0.55895  0.299
39 H 4.44912 2.56891 0.84423  0.446
40 H 5.55120 3.18884 3.01097  0.396
41 H 4.54292 2.45901 5.16364  0.395
42 H 2.37522 1.19759 5.18756  0.464

Results
**HOMO-LUMO gap (spin up / spin down)**: 6.15 / 5.61 eV
**Energy above the lowest of the compared OMol25 structures with the same formula, charge and spin**: 0.00 kcal per mole
**HOMO energy (spin up / spin down)**: -6.27 / -8.56 eV
**Spin multiplicity**: 5
**LUMO energy (spin up / spin down)**: -0.0044 / -0.1084 Eh

***

Density functional theory data (ωB97M-V/def2-TZVPD) for a cluster of 4 separate species, C6H20NO3S in total in a non-equilibrium geometry.

Each line ends with the Mulliken charge.
Positions of all 31 atoms, in Å:
1 C -1.30984 0.82258 -1.33395  -0.666
2 N -0.28011 1.07669 -0.27946  -0.145
3 C 0.69084 2.06854 -0.63762  -0.925
4 C 1.71052 2.41600 0.48783  -0.199
5 S 3.39701 2.01711 0.03279  -0.113
6 C -2.14825 -0.39556 -0.94689  -0.665
7 C -0.82424 -2.49014 -0.97767  -0.875
8 C -1.87942 -1.67470 -1.72710  -0.530
9 H -1.83494 1.80164 -1.42559  0.399
10 H -0.78178 0.70236 -2.29389  0.424
11 H -0.67399 1.25403 0.65444  0.191
12 H 1.20841 1.66492 -1.50155  0.476
13 H 0.27012 3.05271 -0.91248  0.389
14 H 1.51286 3.46148 0.78238  0.362
15 H 1.42819 1.86213 1.39398  -0.002
16 H -1.96681 -0.47689 0.16990  0.313
17 H -3.22181 -0.09547 -0.91452  0.353
18 H 0.09103 -2.52151 -1.59876  0.225
19 H -1.04518 -3.52987 -0.72040  0.366
20 H -0.51967 -2.05474 -0.02122  0.101
21 H -2.81873 -2.26492 -1.73175  0.279
22 H -1.56387 -1.45902 -2.75676  0.366
23 H 1.21261 -0.64991 -0.06265  0.334
24 H 2.64098 -0.31694 -0.28159  0.263
25 O 2.08908 -1.00597 0.17935  -0.755
26 H 1.53172 -2.08005 2.99225  0.318
27 H 1.95255 -1.01784 1.95057  0.481
28 O 1.76885 -1.14851 2.91622  -0.729
29 H 0.17283 -0.25711 2.49277  0.288
30 H -0.22069 1.05349 3.13844  0.322
31 O -0.58826 0.18546 2.93292  -0.649

Results
**HOMO-LUMO gap (spin up / spin down)**: 9.95 / 6.78 eV
**HOMO energy (spin up / spin down)**: -9.24 / -9.21 eV
**Spin multiplicity**: 2
**LUMO energy (spin up / spin down)**: 0.0261 / -0.0891 Eh

***

Density functional theory data (ωB97M-V/def2-TZVPD) for an isolated molecule of C15H15BFNO3 in a non-equilibrium geometry.

Each line ends with the Mulliken charge.
Positions of all 36 atoms, in Å:
1 C -0.26600 2.52796 -0.98337  -1.661
2 C 0.44196 1.29237 -1.36102  0.275
3 C 1.22802 0.66642 -0.40397  0.228
4 O 1.48849 1.25292 0.86176  -0.496
5 C 0.82057 0.75914 1.96799  0.521
6 C 1.12691 1.20290 3.27134  -1.116
7 C 0.48861 0.66291 4.36675  -0.495
8 C -0.53752 -0.26305 4.22331  -0.931
9 C -0.85180 -0.68318 2.90541  0.674
10 C -1.92967 -1.73069 2.75055  -0.527
11 N -1.60740 -2.74241 1.76040  -0.699
12 C -0.21802 -0.19221 1.80881  0.629
13 F -0.73668 -0.45132 0.56397  -0.358
14 C 1.86313 -0.54658 -0.67668  -0.096
15 C 1.66686 -1.17318 -1.85335  -1.048
16 C 0.94529 -0.54116 -2.85096  0.567
17 C 0.32370 0.66001 -2.60372  0.145
18 B -0.38210 0.87163 -4.02268  0.690
19 O -1.22731 1.99899 -4.19098  -0.609
20 O -0.00388 -0.07617 -5.02420  -0.430
21 C 0.81989 -0.96768 -4.29782  -0.544
22 H -1.28589 2.29496 -0.66690  0.269
23 H -0.30812 3.25721 -1.85873  0.349
24 H 0.21552 3.00732 -0.12763  0.418
25 H 1.92736 1.86892 3.41215  0.533
26 H 0.74818 0.96941 5.34173  0.433
27 H -1.06337 -0.64031 5.08719  0.395
28 H -2.89144 -1.23816 2.55091  0.258
29 H -2.09857 -2.22912 3.69560  0.435
30 H -2.33816 -3.42154 1.61723  0.236
31 H -1.41894 -2.32654 0.85812  0.212
32 H 2.34596 -1.02517 0.17095  0.444
33 H 2.04963 -2.16112 -2.00121  0.434
34 H -1.57173 2.07230 -5.10840  0.283
35 H 1.79378 -0.96792 -4.78693  0.270
36 H 0.44276 -1.98784 -4.39562  0.311

Results
**SMILES**: Cc1c(Oc2cccc(CN)c2F)ccc2c1B(O)OC2
**HOMO-LUMO gap**: 9.23 eV
**Energy above the lowest of the compared OMol25 structures with the same formula, charge and spin**: 36.71 kcal per mole
**HOMO energy**: -8.62 eV
**LUMO energy**: 0.0223 Eh